The following is a quantum chemistry calculation of a cluster of 2 separate species, C12H20O in total, from OMol25.

```
33
Properties=species:S:1:pos:R:3:nbo_charge:R:1
C -3.84996 0.03065 1.94884 -0.604
C -2.57937 0.86678 2.20278 -0.410
C -1.28829 0.12670 1.87046 -0.052
C -1.11310 -0.51193 0.66233 -0.183
C 0.08313 -1.18756 0.35570 -0.270
C 1.06515 -1.27662 1.32033 0.293
O 2.21471 -1.96755 1.02533 -0.668
C 0.83496 -0.74596 2.58185 -0.287
C -0.31287 -0.01862 2.85956 -0.178
H -4.11686 -0.45500 2.89118 0.208
H -3.74710 -0.68238 1.14260 0.209
H -4.66661 0.71123 1.72802 0.207
H -2.60657 1.81460 1.66098 0.207
H -2.55040 1.15490 3.25517 0.202
H -1.82060 -0.47634 -0.15447 0.208
H 0.22078 -1.32184 -0.70947 0.224
H 2.88085 -1.74835 1.68370 0.475
H 1.63082 -0.80865 3.32029 0.205
H -0.53269 0.33943 3.85451 0.211
C 0.04841 1.47429 -3.97028 -0.606
C 0.99936 0.86073 -2.97964 -0.222
C 1.81790 -0.26547 -3.63414 -0.603
C 1.97864 1.87423 -2.38007 -0.606
H 0.52834 2.02388 -4.77861 0.201
H -0.69438 2.15898 -3.55293 0.209
H -0.51117 0.68334 -4.46586 0.204
H 0.42572 0.45669 -2.13454 0.192
H 2.17222 0.09493 -4.60485 0.199
H 2.66410 -0.52246 -3.00453 0.210
H 1.19393 -1.11948 -3.86628 0.206
H 2.76144 1.33396 -1.83075 0.202
H 2.50383 2.39354 -3.18919 0.201
H 1.55744 2.50544 -1.59282 0.213
```

As for the lowest unoccupied orbital energy: 0.81 eV. As for the energy above the lowest of the compared OMol25 structures with the same formula, charge and spin: 0.569 eV. As for the SMILES: CCc1ccc(O)cc1.CC(C)C. The total energy comes out at -14815.643 eV. The value obtained for the HOMO-LUMO gap is 9.310 eV.